1.
ORCA calculation (the ωB97M-V functional and the def2-TZVPD basis) on a cluster of 2 separate species, C3H7N3 in total.

Geometry as XYZ:
```
13
Properties=species:S:1:pos:R:3:lowdin_charge:R:1
C 0.037 0.386 -0.708 -0.324
C 2.255 -0.275 -0.457 -0.024
N 1.120 -0.446 -1.002 -0.010
N -0.072 1.202 0.357 0.056
H 0.603 0.984 1.087 0.088
H -0.564 0.633 -1.576 0.125
H 2.502 0.551 0.220 0.076
H 3.052 -0.977 -0.685 0.070
C -2.019 -0.807 0.523 -0.229
N -2.162 0.095 1.321 0.007
H -1.067 1.089 0.836 0.035
H -2.591 -1.720 0.351 0.074
H -1.093 -0.715 -0.268 0.055
```

Computed properties:
orbital gap (alpha / beta): 7.774 / 7.779 eV
HOMO level (alpha / beta): -8.16 / -8.16 eV
ΔE to the lowest compared entry with this formula, charge and spin: 3.7180 eV
spin multiplicity: 1

=====

2.
ORCA calculation (the ωB97M-V functional and the def2-TZVPD basis) on a structure of composition C16H23BF4NRu.

Geometry as XYZ:
```
46
Properties=species:S:1:pos:R:3:lowdin_charge:R:1
Ru 0.135 0.012 0.328 1.262
C 0.723 -2.050 0.159 -0.272
C 1.820 -1.337 0.717 -0.261
C 2.200 -0.328 -0.214 -0.301
C 1.407 -0.473 -1.404 -0.288
C 0.456 -1.504 -1.158 -0.303
C -0.527 -2.108 -2.107 -0.018
C 1.751 0.183 -2.700 -0.028
C 3.305 0.653 -0.029 -0.010
C 2.473 -1.550 2.044 -0.004
C -0.004 -3.221 0.724 -0.002
H -1.531 -2.132 -1.681 0.096
H -0.241 -3.140 -2.319 0.101
H -0.561 -1.581 -3.059 0.072
H 1.917 1.256 -2.591 0.084
H 1.003 0.016 -3.470 0.072
H 2.688 -0.247 -3.060 0.108
H 4.215 0.280 -0.507 0.106
H 3.522 0.808 1.026 0.087
H 3.066 1.615 -0.481 0.084
H 2.334 -0.690 2.699 0.095
H 3.543 -1.701 1.899 0.100
H 2.060 -2.414 2.555 0.080
H -1.080 -3.048 0.735 0.092
H 0.304 -3.439 1.741 0.080
H 0.192 -4.094 0.097 0.103
F -1.934 -1.105 2.085 0.112
B -1.018 -0.782 3.091 -1.198
F -0.161 -1.797 3.391 0.187
F -1.575 -0.154 4.157 0.197
F -0.163 0.302 2.375 -0.114
C -2.340 2.026 2.178 0.025
C -2.123 2.269 0.754 -0.172
C -2.769 3.375 0.047 0.053
C -2.498 3.215 -1.256 0.045
C -1.659 2.030 -1.348 -0.203
C -1.149 1.493 -2.605 0.016
N -1.423 1.494 -0.124 0.025
H -3.057 2.739 2.575 0.108
H -1.410 2.097 2.747 0.122
H -2.695 1.006 2.339 0.103
H -3.384 4.118 0.529 0.136
H -2.826 3.800 -2.100 0.135
H -1.793 1.777 -3.436 0.113
H -1.038 0.413 -2.541 0.067
H -0.158 1.916 -2.801 0.107
```

Computed properties:
orbital gap (alpha / beta): 4.181 / 4.170 eV
charge: +1
HOMO level (alpha / beta): -11.42 / -11.41 eV
ΔE to the lowest compared entry with this formula, charge and spin: 0.4670 eV
spin multiplicity: 1

=====

3.
ORCA calculation (the ωB97M-V functional and the def2-TZVPD basis) on a structure of composition C18H23CoIN4O5S2.

Geometry as XYZ:
```
54
Properties=species:S:1:pos:R:3:lowdin_spin:R:1
Co 0.258 0.579 2.060 2.734
C -1.249 4.473 0.917 0.011
C -2.024 3.351 0.319 0.079
N -2.829 3.558 -0.687 -0.014
C -3.473 2.503 -1.263 0.110
C -3.290 1.186 -0.915 -0.013
C -3.901 0.084 -1.742 -0.004
O -2.901 -0.679 -2.430 -0.004
C -2.407 0.913 0.140 0.132
C -2.081 -0.468 0.473 0.008
N -1.135 -0.841 1.248 0.065
C -0.896 -2.243 1.431 0.002
C -1.418 -3.232 0.594 0.006
C -1.147 -4.573 0.805 0.000
C -0.336 -4.971 1.858 0.006
C 0.202 -4.011 2.699 0.000
C -0.083 -2.675 2.474 0.006
I 0.771 -1.303 3.809 0.051
C -1.828 2.011 0.855 0.099
O -1.194 1.848 1.949 0.143
H -1.590 5.417 0.501 0.000
H -0.187 4.336 0.687 0.004
H -1.338 4.476 2.003 0.003
H -4.154 2.761 -2.067 0.005
H -4.617 0.514 -2.443 0.000
H -4.446 -0.628 -1.124 -0.001
H -2.524 -0.113 -3.114 0.000
H -2.702 -1.219 -0.003 0.001
H -2.035 -2.965 -0.254 0.000
H -1.573 -5.311 0.137 0.000
H -0.116 -6.018 2.024 0.000
H 0.838 -4.301 3.525 0.001
C 4.178 1.546 1.882 0.003
S 2.514 1.748 1.353 0.010
O 1.709 2.073 2.553 0.039
O 2.509 2.730 0.301 0.004
O 2.011 0.399 0.912 0.048
H 4.634 2.535 1.879 0.000
H 4.690 0.884 1.185 0.001
H 4.177 1.127 2.887 0.000
C 1.659 -2.047 -1.904 0.002
N 0.807 -0.858 -1.953 0.022
C 1.118 0.437 -1.877 0.047
S -0.187 1.559 -1.635 0.355
N 2.333 0.947 -1.997 0.030
C 3.620 0.278 -2.159 0.004
H 1.069 -2.856 -1.478 0.000
H 2.515 -1.888 -1.260 0.000
H 1.993 -2.348 -2.896 0.001
H -0.191 -1.015 -1.962 0.000
H 2.369 1.905 -1.672 0.001
H 3.591 -0.444 -2.969 0.000
H 3.936 -0.211 -1.238 0.002
H 4.350 1.039 -2.415 0.000
```

Computed properties:
orbital gap (alpha / beta): 7.472 / 5.083 eV
charge: +1
HOMO level (alpha / beta): -11.14 / -10.89 eV
spin multiplicity: 5

=====

4.
ORCA calculation (the ωB97M-V functional and the def2-TZVPD basis) on a cluster of 40 separate species, H80O40 in total in a non-equilibrium geometry.

Geometry as XYZ:
```
120
Properties=species:S:1:pos:R:3:lowdin_charge:R:1
H -0.318 -6.674 1.227 0.063
H -1.525 -5.968 1.136 0.066
O -0.697 -6.002 0.629 -0.068
H 2.419 -2.604 -1.477 -0.001
H 2.017 -3.657 -0.354 0.046
O 2.634 -2.957 -0.618 -0.050
H 0.793 1.704 4.543 0.005
H -0.618 1.744 4.903 -0.003
O 0.138 2.359 4.854 -0.079
H 1.621 2.348 -3.474 0.016
H 2.552 3.306 -3.079 0.062
O 2.282 2.426 -2.770 -0.058
H -1.141 -0.324 5.147 0.003
H -0.149 -1.545 4.778 0.049
O -0.988 -1.130 4.652 -0.037
H -6.208 -1.650 2.284 0.053
O -5.448 -1.540 2.880 -0.066
H -0.794 -1.128 1.043 0.031
O 0.051 -1.480 0.730 -0.045
H 3.411 4.858 -0.832 0.041
H 3.161 5.900 0.266 0.047
O 3.585 5.066 0.090 -0.024
H -0.793 -2.662 -3.690 0.026
H -2.249 -2.897 -3.893 -0.028
O -1.444 -3.398 -3.701 -0.051
H 2.001 2.447 0.075 0.042
H 2.292 3.626 0.871 0.032
O 1.522 3.126 0.581 -0.049
H -1.463 0.694 -3.296 0.024
H -0.006 1.431 -3.372 0.016
O -0.729 1.123 -2.832 -0.039
H -3.481 -0.217 -4.204 0.043
O -3.041 -0.150 -3.363 -0.023
H -0.496 2.518 2.483 0.013
H -1.916 2.193 1.639 0.017
O -1.334 2.788 2.107 -0.019
H -4.795 1.735 3.704 0.082
H -4.769 0.447 2.895 0.017
O -4.190 1.053 3.388 -0.057
H -3.813 -1.837 -4.872 0.041
H -2.767 -2.926 -4.875 0.014
O -2.988 -2.082 -5.292 -0.032
H 0.061 2.037 -5.779 0.025
H 0.805 3.216 -5.288 -0.022
O 0.572 2.784 -6.121 -0.053
H 2.933 -1.171 0.843 0.042
H 1.617 -0.970 0.948 0.020
O 2.406 -0.403 1.166 -0.094
H 4.243 -1.836 3.053 0.029
H 4.708 -3.224 2.883 0.047
O 4.092 -2.598 2.480 -0.048
H -2.471 4.762 1.723 -0.005
O -2.819 5.480 1.184 -0.065
H -0.529 -3.941 0.034 0.038
H -0.440 -3.720 -1.483 0.037
O 0.085 -3.969 -0.708 -0.065
H -3.392 -1.278 2.437 0.007
O -2.469 -0.977 2.467 -0.057
H -0.045 3.490 -0.593 0.013
H -1.000 2.837 -1.700 0.038
O -0.486 3.625 -1.435 -0.051
H -0.675 0.449 -0.806 0.016
H -0.758 1.523 0.388 0.004
O -1.219 0.866 -0.131 -0.038
H 3.893 1.497 -3.347 0.015
H 5.250 1.465 -4.006 0.072
O 4.513 0.893 -3.784 -0.041
H 1.083 4.292 3.854 0.077
H 1.263 3.577 2.497 -0.009
O 1.681 3.749 3.334 -0.044
H -5.578 -2.853 -1.037 0.039
H -4.411 -2.340 -0.062 0.030
O -4.850 -2.236 -0.912 -0.055
H -4.953 0.333 0.086 0.037
H -6.311 -0.057 0.087 0.056
O -5.594 -0.028 0.738 -0.093
H 3.191 0.376 4.119 -0.022
H 3.321 0.880 5.580 0.049
O 3.771 0.389 4.890 -0.065
H 0.188 4.053 -2.928 0.016
H 0.304 5.181 -3.765 0.078
O 0.801 4.352 -3.657 -0.098
H -0.824 -5.976 -1.526 -0.007
H -2.327 -6.230 -2.068 0.023
O -1.468 -6.602 -1.873 -0.069
H 1.938 -0.005 2.811 0.053
H 1.708 1.562 2.482 0.031
O 1.802 0.898 3.177 -0.094
H 2.698 0.542 -0.871 0.010
O 3.482 1.095 -0.989 -0.079
H 1.262 -0.442 -2.831 0.035
H 1.780 -1.670 -2.114 0.023
O 0.964 -1.184 -2.305 -0.028
H -2.286 5.270 0.401 0.023
H -5.841 -2.130 3.545 0.070
H -2.288 -1.155 3.400 -0.002
H 0.318 -1.304 -0.169 0.001
H -2.689 -0.934 -2.937 0.052
H 3.740 0.970 -0.061 0.048
O 4.140 2.816 3.424 -0.089
H 3.169 2.783 3.553 -0.022
H 4.435 1.899 3.555 0.009
O 3.389 -1.140 -4.974 -0.094
H 4.204 -1.191 -5.477 0.040
H 3.785 -0.392 -4.421 0.004
O 0.909 -5.550 3.306 -0.048
H 0.249 -5.101 3.827 0.031
H 1.086 -5.310 2.397 0.020
O 4.463 -1.460 -1.207 -0.062
H 4.833 -2.118 -0.601 0.050
H 5.291 -1.188 -1.619 0.051
O 0.818 -2.089 -4.588 -0.065
H 1.510 -1.451 -4.450 -0.014
H 1.059 -2.654 -5.329 0.069
O -4.492 2.167 0.202 -0.040
H -3.829 2.096 -0.489 0.047
H -4.149 2.296 1.088 0.030
O -2.421 1.031 5.248 -0.078
H -2.713 0.469 5.965 0.061
H -2.810 0.811 4.354 0.031
```

Computed properties:
orbital gap: 9.332 eV
HOMO level: -9.85 eV
ΔE to the lowest compared entry with this formula, charge and spin: 9.1503 eV
spin multiplicity: 1

=====

5.
ORCA calculation (the ωB97M-V functional and the def2-TZVPD basis) on the molecule C2H2INO2 in a non-equilibrium geometry.

Geometry as XYZ:
```
8
Properties=species:S:1:pos:R:3:lowdin_charge:R:1
C -1.168 0.210 1.247 -0.387
C 0.956 0.008 -1.113 -0.588
N -0.313 -0.787 0.850 0.025
O 0.560 -0.754 -0.172 -0.172
O -1.279 1.313 0.761 0.001
I 2.390 -0.834 -2.348 0.933
H -1.741 -0.160 2.106 0.117
H 0.595 1.005 -1.331 0.069
```

Computed properties:
orbital gap (alpha / beta): 7.902 / 7.905 eV
HOMO level (alpha / beta): -9.14 / -9.14 eV
ΔE to the lowest compared entry with this formula, charge and spin: 4.8233 eV
spin multiplicity: 1

=====

6.
ORCA calculation (the ωB97M-V functional and the def2-TZVPD basis) on a structure of composition C2H4N4.

Geometry as XYZ:
```
10
Properties=species:S:1:pos:R:3:lowdin_charge:R:1
C -1.417 -0.045 -0.131 -0.018
N -0.063 -0.129 -0.483 -0.218
C 0.671 0.529 0.499 -0.273
N 1.892 -0.095 0.517 0.021
N 1.886 -0.902 -0.513 -0.035
N 0.718 -0.947 -1.164 0.055
H -0.531 0.634 1.116 0.192
H -1.704 -0.711 0.679 0.065
H -2.146 0.042 -0.940 0.065
H 0.694 1.623 0.419 0.146
```

Computed properties:
orbital gap (alpha / beta): 8.168 / 8.169 eV
HOMO level (alpha / beta): -9.21 / -9.21 eV
ΔE to the lowest compared entry with this formula, charge and spin: 6.4242 eV
spin multiplicity: 1